C7H13N3O | wB97M-V/def2-TZVPD

The geometry in ORCA input format:
```
! RIJCOSX wB97M-V def2-TZVPD def2/J DEFGRID3
* xyz 2 1
C -0.4568 0.1883 -1.3042
C 0.7038 -0.0715 -0.3853
C -2.0603 -1.3973 3.5416
C 1.4649 0.3690 2.1409
C -0.1123 0.3706 -2.7174
C 0.7621 0.2583 0.8839
C 1.4114 0.4246 -4.4992
N -1.6259 -0.2298 3.5891
N -2.5486 -2.4335 3.3140
N 0.0795 0.8585 1.9603
O 1.0592 0.2955 -3.1346
H -1.1680 -0.6539 -1.2774
H 1.5505 -0.5909 -0.8086
H 1.5702 -0.4938 2.7848
H 2.2649 1.0926 2.2330
H -0.9359 0.5576 -3.4152
H 2.0926 1.2747 -4.5927
H 0.5416 0.5582 -5.1441
H 1.9694 -0.4715 -4.7832
H -1.9174 0.3863 4.3382
H -1.0569 1.0475 -0.9743
H -2.6127 -3.4156 3.4857
H -0.9176 0.2115 2.8365
H -0.0579 1.8644 1.9280
*
```

The calculation puts the LUMO energy at -7.941 eV. The value obtained for the relative energy (zero: lowest compared OMol25 entry of this formula, charge and spin) is 101.6 kJ/mol. Its gap between HOMO and LUMO is 8.86 eV.


C4H8N2O | wB97M-V/def2-TZVPD

The geometry in ORCA input format:
```
! RIJCOSX wB97M-V def2-TZVPD def2/J DEFGRID3
* xyz 0 1
C -2.0365 -0.4677 0.2254
C -0.8497 -0.0288 -0.6009
N -0.1899 1.2944 -0.4490
C 0.3644 1.0649 0.9001
C 0.5484 0.0626 -0.1559
N 1.7226 -0.2921 -0.8772
O 2.6196 -0.9449 0.0114
H -2.9371 0.0547 -0.1153
H -1.9180 -0.2764 1.2944
H -2.1982 -1.5434 0.0955
H -0.9529 -0.2608 -1.6622
H 2.2025 0.5647 -1.1475
H -0.2995 0.8746 1.7419
H 1.2052 1.7185 1.1234
H 2.7191 -1.8203 -0.3840
*
```

The calculation puts the LUMO energy at 1.021 eV. The SMILES is C[C@H]1N2C[C@@]12NO. The value obtained for the relative energy (zero: lowest compared OMol25 entry of this formula, charge and spin) is 471.0 kJ/mol. Its gap between HOMO and LUMO is 10.71 eV.


C6H15NO | wB97M-V/def2-TZVPD

The geometry in ORCA input format:
```
! RIJCOSX wB97M-V def2-TZVPD def2/J DEFGRID3
* xyz 0 1
C 1.4330 1.9483 0.3530
C 1.7170 0.5680 -0.2425
C 0.1244 2.5488 -0.0852
O 0.0153 3.2321 -1.0825
N -0.9592 2.2595 0.6999
H 1.5372 1.9147 1.4411
H 2.2057 2.6307 -0.0002
H 1.0498 0.2333 -1.0399
H 1.7378 -0.2040 0.5252
H -1.8643 2.5206 0.3427
H -0.9565 1.4830 1.3493
H 2.6593 0.5449 -0.7950
C -1.2857 -1.4699 -0.2250
C -0.4180 -1.9685 -1.3660
C -0.7591 -1.8337 1.1850
H -2.2783 -1.9144 -0.2895
H -1.3757 -0.3885 -0.2589
H -0.6184 -1.3831 -2.2610
H 0.6409 -2.0754 -1.1528
H -1.5574 -1.9437 1.9182
H -0.1554 -1.0020 1.5654
H -0.7293 -2.9598 -1.7073
H -0.1630 -2.7409 1.1259
*
```

The calculation puts the LUMO energy at 0.868 eV. The SMILES is CCC(N)=O.CCC. The value obtained for the relative energy (zero: lowest compared OMol25 entry of this formula, charge and spin) is 61.8 kJ/mol. Its gap between HOMO and LUMO is 10.62 eV.


C15H29N3O6 | wB97M-V/def2-TZVPD

The geometry in ORCA input format:
```
! RIJCOSX wB97M-V def2-TZVPD def2/J DEFGRID3
* xyz 0 1
C 2.3865 -0.5098 1.4793
O 2.8448 -0.6181 0.1767
C 1.8095 -1.1288 -0.6580
C 2.2136 -1.1563 -2.1451
O 2.6812 0.0563 -2.6058
C 1.5469 0.7622 -3.2469
C 1.9586 2.2214 -3.4422
O 2.3816 2.8435 -2.3208
C 1.3441 3.2066 -1.3680
H 3.0976 -0.0066 2.1345
H 2.2171 -1.4437 2.0152
H 1.4856 0.1010 1.4215
H 0.8536 -0.6364 -0.4793
H 1.6412 -2.1841 -0.4433
H 1.3765 -1.5946 -2.6884
H 3.1188 -1.7595 -2.2141
H 0.6302 0.7387 -2.6576
H 1.3563 0.3497 -4.2376
H 1.0560 2.7785 -3.6934
H 2.7567 2.2553 -4.1839
H 0.8074 2.5033 -0.7313
H 0.6681 4.0171 -1.6405
H 2.0165 3.5817 -0.5964
C -2.4742 1.7292 0.2114
O -2.0267 0.8208 -0.7915
C -1.7480 1.3262 -2.0284
O -1.9410 2.5091 -2.3392
O -1.1385 0.2725 -2.7274
C -0.9277 -1.0120 -2.2816
H -2.2186 1.3842 1.2133
H -3.5419 1.9414 0.1550
H -1.8963 2.6533 0.1981
H -1.8813 -1.5399 -2.2806
H -0.5754 -1.0299 -1.2502
H -0.2353 -1.3939 -3.0318
C 0.9222 -0.2808 6.2038
C 0.1620 0.1443 5.0041
N -0.4718 0.5216 4.1268
H 1.7898 0.3748 6.2785
H 1.3613 -1.2743 6.1134
H 0.2412 -0.0857 7.0322
C -0.8362 0.0442 1.5014
C -0.4012 -1.2492 0.9755
N -0.0299 -2.2612 0.5680
H -0.3226 0.8239 0.9390
H -0.6601 0.2758 2.5519
H -1.9211 -0.0517 1.4581
C -3.7237 -3.6128 0.7793
C -3.2251 -2.2853 0.5741
N -2.8022 -1.2084 0.4484
H -4.7734 -3.5464 0.4932
H -3.7699 -3.9848 1.8028
H -3.1833 -4.3823 0.2281
*
```

The calculation puts the LUMO energy at 0.320 eV. The SMILES is COC(=O)OC.COCCOCCOC.CC#N.CC#N.CC#N. Its gap between HOMO and LUMO is 9.08 eV.


C3H6BrClIN | wB97M-V/def2-TZVPD

The geometry in ORCA input format:
```
! RIJCOSX wB97M-V def2-TZVPD def2/J DEFGRID3
* xyz 0 1
C -0.0172 0.3331 -0.7941
C -1.2363 -0.1330 1.3836
C -2.3865 -0.2329 -0.6282
N -1.2571 0.0131 -0.0503
Cl -2.7110 0.2858 -2.1689
Br -0.6314 3.4277 0.7310
I -3.5134 -1.9007 0.0601
H 0.0624 1.4511 -0.5441
H 0.7661 -0.2091 -0.4916
H -0.2771 0.1365 -1.7981
H -0.5667 -0.8831 1.7048
H -0.8415 0.8897 1.7895
H -2.1040 -0.4468 1.9160
*
```

The calculation puts the LUMO energy at -2.383 eV. The value obtained for the relative energy (zero: lowest compared OMol25 entry of this formula, charge and spin) is 150.0 kJ/mol. Its gap between HOMO and LUMO is 4.92 eV.


C5H16NO2S | wB97M-V/def2-TZVPD

The geometry in ORCA input format:
```
! RIJCOSX wB97M-V def2-TZVPD def2/J DEFGRID3
* xyz 1 1
C 0.0698 -1.0504 2.4638
C -0.9106 0.0002 2.0172
O -2.0649 -0.6118 1.3720
N -2.1941 -0.2295 0.0359
C -1.3849 -1.0850 -0.9201
S -0.1089 -0.1104 -1.7325
C 1.4708 -0.7399 -1.0835
C 2.2861 0.4144 -0.4872
H 0.4494 -1.5752 1.5944
H -0.3816 -1.7385 3.1628
H 0.9053 -0.5310 2.9144
H -1.3009 0.5564 2.8587
H -0.4132 0.6967 1.3496
H -3.1889 -0.3476 -0.1691
H -1.9601 0.7648 -0.0751
H -0.9371 -1.8700 -0.3299
H -2.0648 -1.4734 -1.6607
H 1.3019 -1.5377 -0.3694
H 1.9999 -1.1664 -1.9215
H 1.6224 1.0773 0.0501
H 3.0556 0.0434 0.1746
H 2.7144 0.9888 -1.2977
O 0.7143 3.1547 -2.7661
H 0.1024 2.4219 -2.6419
H 0.2176 3.9482 -2.5387
*
```

The calculation puts the LUMO energy at -3.369 eV. The value obtained for the relative energy (zero: lowest compared OMol25 entry of this formula, charge and spin) is 285.4 kJ/mol. Its gap between HOMO and LUMO is 10.11 eV.


C3H5NO2 | wB97M-V/def2-TZVPD

The geometry in ORCA input format:
```
! RIJCOSX wB97M-V def2-TZVPD def2/J DEFGRID3
* xyz 0 1
O -0.1978 1.6979 -0.6526
C 0.4439 0.4404 -0.6526
C -0.1696 -0.3421 0.5048
O -1.4580 -0.8132 0.1772
C 0.6442 -1.5294 0.8311
N 1.2540 -2.4776 1.0840
H 0.0208 2.1607 -1.4698
H 0.2425 -0.1339 -1.5670
H 1.5327 0.5297 -0.5216
H -0.1828 0.3151 1.3869
H -2.1037 -0.1643 0.4688
*
```

The calculation puts the LUMO energy at 0.525 eV. The SMILES is N#C[C@H](O)CO. The value obtained for the relative energy (zero: lowest compared OMol25 entry of this formula, charge and spin) is 151.4 kJ/mol. Its gap between HOMO and LUMO is 11.68 eV.


C4H6F2 | wB97M-V/def2-TZVPD

The geometry in ORCA input format:
```
! RIJCOSX wB97M-V def2-TZVPD def2/J DEFGRID3
* xyz 0 1
C 1.0924 0.1213 -0.2473
C 0.0089 -0.9472 -0.3104
C -0.6722 -0.1151 0.7700
C -0.2209 1.0592 0.0701
H 1.7037 -0.1048 0.6864
H -0.4040 -0.8075 -1.3015
H 0.2851 -2.2362 -0.5238
H -0.3672 -0.3911 1.8818
H -0.6214 1.5454 -0.8912
H -0.2163 1.8552 0.9315
F 1.9596 0.4851 -1.2941
F -2.1406 -0.5485 1.0189
*
```

The calculation puts the LUMO energy at 0.864 eV. The value obtained for the relative energy (zero: lowest compared OMol25 entry of this formula, charge and spin) is 305.7 kJ/mol. Its gap between HOMO and LUMO is 12.13 eV.